No. 1
One molecule with the formula C15H22N2O3 in a non-equilibrium geometry. Source: the Open Molecules 2025 dataset; level of theory: ωB97M-V/def2-TZVPD.

ΔE to the lowest compared entry with this formula, charge and spin   108.4 kcal/mol
Kohn-Sham gap   9.65 eV
HOMO   -8.90 eV
SMILES   CC(C)C[C@H](N)C(=O)N[C@@H](Cc1ccccc1)C(=O)O
Total charge   0
Molecular weight   278.4 g/mol
E_LUMO   0.7 eV

Geometry (Å):
O1 -1.915 0.815 -1.345
O2 0.185 4.176 -1.384
O3 -1.624 4.560 -0.167
N1 0.153 1.569 -0.706
N2 1.413 0.320 -2.274
C1 -0.566 0.158 1.984
C2 0.164 -3.793 -1.639
C3 -1.055 -2.193 -0.300
C4 -0.617 3.817 -0.605
C5 -0.019 0.019 -2.540
C6 0.880 -1.177 3.528
C7 0.056 2.626 1.566
C8 -0.691 0.807 -1.478
C9 0.255 1.218 2.353
C10 -0.251 -1.532 -2.682
C11 -0.582 2.473 0.160
C12 -0.047 -2.372 -1.396
C13 1.320 1.174 3.309
C14 -0.169 -1.030 2.533
C15 1.602 -0.120 3.863
H1 1.799 2.123 3.555
H2 -1.171 -3.197 0.246
H3 0.952 -2.191 4.079
H4 0.494 -1.773 -3.506
H5 -1.318 -1.681 -3.142
H6 2.579 -0.122 4.399
H7 2.077 0.120 -2.983
H8 0.528 -4.388 -0.826
H9 0.847 -2.027 -0.953
H10 -1.360 0.146 1.281
H11 -0.538 3.435 2.185
H12 1.658 -0.219 -1.411
H13 1.055 1.400 -1.072
H14 1.032 2.904 1.580
H15 -2.126 -1.940 -0.539
H16 0.991 -4.038 -2.330
H17 -1.667 2.111 0.417
H18 -0.689 -4.279 -2.197
H19 -1.948 5.265 -0.714
H20 -0.980 -1.439 0.393
H21 -0.307 -2.006 2.263
H22 -0.401 0.281 -3.507

Mulliken population analysis, charges in e, atoms 1 to 8: number 1, O, carries -0.684; number 2, O, carries -0.524; number 3, O, carries -0.457; number 4, N, carries 0.099; number 5, N, carries -0.705; number 6, C, carries -0.423; number 7, C, carries -1.939; number 8, C, carries 0.123

---

No. 2
One molecule with the formula C15H22N2O4 in a non-equilibrium geometry. Source: the Open Molecules 2025 dataset; level of theory: ωB97M-V/def2-TZVPD.

ΔE to the lowest compared entry with this formula, charge and spin   247.1 kcal/mol
Kohn-Sham gap   6.74 eV
HOMO   -6.23 eV
SMILES   O=C([C@H](CO)NC(=O)[C@H]1C[C@@]2(C1)C[C@]21CC1)N1CCCO1
Total charge   0
Molecular weight   294.4 g/mol
E_LUMO   0.5 eV

Geometry (Å):
O1 3.023 -0.197 -3.321
O2 3.832 -1.914 1.139
O3 0.194 0.420 1.775
O4 1.685 -2.353 -1.990
N1 3.304 -0.741 -2.055
N2 0.426 -0.919 -0.012
C1 -4.652 1.866 1.334
C2 -2.369 1.082 0.096
C3 -1.836 -0.261 0.650
C4 -0.313 -0.248 0.876
C5 -4.976 0.563 0.580
C6 5.318 -0.125 -2.830
C7 4.271 0.201 -3.888
C8 1.890 -0.952 -0.048
C9 -2.690 0.021 1.912
C10 -3.592 0.830 0.975
C11 2.314 -1.433 -1.451
C12 -5.791 2.342 2.247
C13 4.669 -1.244 -2.050
C14 -4.411 2.628 2.647
C15 2.416 -1.850 1.101
H1 -2.555 1.153 -0.976
H2 -2.217 0.653 2.668
H3 -3.995 2.100 3.506
H4 5.490 0.739 -2.183
H5 -3.154 -0.832 2.405
H6 -2.155 -1.126 0.065
H7 2.084 -1.463 2.066
H8 -6.422 3.162 1.899
H9 5.082 -1.351 -1.045
H10 -5.499 -0.253 1.080
H11 -6.361 1.604 2.814
H12 0.008 -1.428 -0.780
H13 -1.826 1.976 0.416
H14 -4.040 3.653 2.583
H15 4.093 -2.372 1.944
H16 4.723 -2.202 -2.574
H17 4.436 -0.373 -4.802
H18 2.018 -2.863 1.013
H19 4.261 1.259 -4.153
H20 -5.212 0.584 -0.485
H21 6.285 -0.408 -3.248
H22 2.242 0.071 0.103

Mulliken population analysis, charges in e, atoms 1 to 8: number 1, O, carries -0.415; number 2, O, carries -0.495; number 3, O, carries -0.698; number 4, O, carries -0.598; number 5, N, carries 0.557; number 6, N, carries -0.183; number 7, C, carries -0.779; number 8, C, carries -0.985

---

No. 3
One molecule with the formula C15H22N2O4 in a non-equilibrium geometry. Source: the Open Molecules 2025 dataset; level of theory: ωB97M-V/def2-TZVPD.

ΔE to the lowest compared entry with this formula, charge and spin   67.7 kcal/mol
Kohn-Sham gap   9.08 eV
HOMO   -8.60 eV
SMILES   CC(C)C[C@H](N)C(=O)N[C@@H](Cc1ccc(O)cc1)C(=O)O
Total charge   0
Molecular weight   294.4 g/mol
E_LUMO   0.5 eV

Geometry (Å):
O1 1.795 4.016 -0.762
O2 -0.184 4.757 -0.246
O3 2.505 1.380 0.046
O4 -4.465 -2.290 -0.417
N1 0.648 -0.524 2.291
N2 0.332 1.570 0.715
C1 1.517 0.934 0.600
C2 1.635 -0.395 1.307
C3 2.125 -2.433 -1.924
C4 0.503 3.838 -0.429
C5 3.685 -2.356 0.120
C6 2.482 -1.699 -0.576
C7 1.256 -1.426 0.248
C8 -3.838 -1.117 -0.188
C9 -3.790 -0.379 1.026
C10 -3.197 -0.591 -1.313
C11 -0.136 2.475 -0.325
C12 -2.456 0.556 -1.180
C13 -1.717 2.660 -0.032
C14 -2.545 1.384 -0.046
C15 -3.177 0.865 1.102
H1 -3.098 1.394 2.142
H2 2.858 -0.672 -0.875
H3 1.170 -2.073 -2.350
H4 4.382 -2.568 -0.692
H5 -0.004 2.169 -1.349
H6 0.924 -2.383 0.690
H7 -0.451 0.968 0.897
H8 -1.978 3.079 -1.066
H9 2.752 -0.604 1.604
H10 -1.995 3.275 0.777
H11 2.269 3.198 -0.586
H12 4.165 -1.729 0.925
H13 -3.317 -1.145 -2.260
H14 -4.994 -2.616 0.422
H15 0.319 -1.103 -0.383
H16 -4.052 -0.821 1.966
H17 0.957 0.080 3.069
H18 3.457 -3.280 0.662
H19 -1.932 0.968 -2.092
H20 0.750 -1.399 2.828
H21 1.778 -3.472 -1.695
H22 3.062 -2.494 -2.648

Mulliken population analysis, charges in e, atoms 1 to 8: number 1, O, carries -0.534; number 2, O, carries -0.503; number 3, O, carries -0.775; number 4, O, carries -0.568; number 5, N, carries -0.664; number 6, N, carries -0.149; number 7, C, carries 0.199; number 8, C, carries 0.269